Record 1
{"formula": "C40H71N3O22", "method": "ωB97M-V with the def2-TZVPD basis set", "elements": ["C", "C", "C", "C", "N", "C", "C", "N", "C", "C", "N", "C", "C", "C", "C", "O", "H", "H", "H", "H", "H", "H", "H", "H", "H", "H", "H", "H", "H", "H", "H", "C", "C", "O", "C", "O", "O", "C", "H", "H", "H", "H", "H", "H", "H", "H", "C", "C", "O", "C", "O", "O", "C", "H", "H", "H", "H", "H", "H", "H", "H", "C", "C", "O", "C", "O", "O", "C", "H", "H", "H", "H", "H", "H", "H", "H", "C", "C", "O", "C", "O", "O", "C", "H", "H", "H", "H", "H", "H", "H", "H", "C", "C", "O", "C", "O", "O", "C", "H", "H", "H", "H", "H", "H", "H", "H", "C", "C", "O", "C", "O", "O", "C", "H", "H", "H", "H", "H", "H", "H", "H", "C", "C", "O", "C", "O", "O", "C", "H", "H", "H", "H", "H", "H", "H", "H"], "positions_angstrom": [[-0.02860, -2.77242, 4.54456], [-0.76780, -2.51401, 3.65097], [-1.56886, -2.24919, 2.42958], [-2.41107, -3.45594, 2.21056], [-2.94565, -4.44895, 1.98737], [-0.59430, -1.96637, 1.25161], [-0.45178, -0.48088, 1.18361], [-0.53350, 0.65727, 1.03262], [-1.08835, -2.46250, -0.12426], [-0.73871, -3.94114, -0.40669], [0.34638, -4.08615, -1.36534], [0.91626, -5.43820, -1.40943], [-0.12173, -6.60489, -1.41221], [0.00861, -3.58203, -2.63637], [1.17884, -3.16180, -3.53242], [-1.11336, -3.42550, -3.02942], [0.83579, -2.97673, 5.12943], [-2.25215, -1.42209, 2.63576], [0.38444, -2.37507, 1.51177], [-2.17360, -2.33933, -0.18066], [-0.62975, -1.81468, -0.87579], [-0.44182, -4.43012, 0.52858], [-1.66510, -4.42525, -0.73771], [1.47417, -5.50563, -2.34730], [1.63629, -5.62984, -0.60764], [0.19252, -7.31067, -2.18961], [-1.13614, -6.30565, -1.67430], [-0.05970, -7.13921, -0.46183], [1.40726, -2.11970, -3.28393], [2.06088, -3.74462, -3.25347], [0.92110, -3.25046, -4.58415], [-3.77858, -7.34896, 1.66211], [-2.84195, -8.53700, 1.61127], [-3.43480, -9.70692, 2.19795], [-4.31087, -10.35043, 1.43044], [-4.62674, -10.05373, 0.30861], [-4.79181, -11.38300, 2.12818], [-5.81054, -12.11834, 1.45079], [-4.12491, -7.17682, 2.68229], [-3.28168, -6.45092, 1.30409], [-4.66321, -7.52048, 1.04704], [-1.94950, -8.32499, 2.19955], [-2.51671, -8.74776, 0.59151], [-5.48066, -12.42947, 0.46139], [-6.71824, -11.52015, 1.37789], [-6.01857, -13.00363, 2.04630], [-2.92721, 2.53161, -0.07040], [-1.89142, 2.39060, -1.16496], [-2.51631, 2.24200, -2.45275], [-2.97400, 3.36231, -2.99959], [-2.90275, 4.46735, -2.52348], [-3.54594, 3.05405, -4.16483], [-4.16007, 4.16203, -4.82528], [-3.63724, 1.70274, -0.10732], [-2.44897, 2.54666, 0.90750], [-3.50066, 3.45160, -0.18788], [-1.30870, 1.49068, -1.00359], [-1.19597, 3.23087, -1.17110], [-3.46345, 4.99131, -4.93583], [-5.04577, 4.48039, -4.27670], [-4.46031, 3.82192, -5.81293], [0.77008, 1.46547, 9.55560], [-0.59675, 1.34120, 8.91554], [-0.70077, 2.15891, 7.74146], [-0.12440, 1.66445, 6.64609], [0.44753, 0.61046, 6.55849], [-0.27877, 2.55426, 5.66380], [0.36910, 2.20035, 4.44013], [1.00890, 2.51286, 9.74649], [0.80361, 0.91690, 10.49709], [1.54758, 1.07192, 8.90101], [-1.35937, 1.70274, 9.60368], [-0.83689, 0.30431, 8.67956], [0.07891, 1.20324, 4.11425], [1.45029, 2.26464, 4.55804], [0.05720, 2.91806, 3.68514], [3.83975, 0.33073, 1.12506], [3.29755, -1.00131, 1.59734], [3.89045, -2.09022, 0.87632], [5.11848, -2.43324, 1.26560], [5.74571, -1.92963, 2.15863], [5.53704, -3.42830, 0.48154], [6.88029, -3.84338, 0.73480], [3.73032, 0.42583, 0.04361], [3.31198, 1.15312, 1.60877], [4.90186, 0.42360, 1.35080], [2.22801, -1.04943, 1.39717], [3.43398, -1.13190, 2.67157], [7.02797, -4.08044, 1.78660], [7.57712, -3.06811, 0.41845], [7.05714, -4.73877, 0.14458], [1.08586, 1.65745, -6.83802], [0.91602, 0.39430, -7.65650], [2.15902, -0.02365, -8.24017], [2.99512, -0.65025, -7.41556], [2.79265, -0.90001, -6.25631], [4.10755, -0.93872, -8.09315], [5.13213, -1.54100, -7.30205], [1.55676, 2.43974, -7.43542], [0.11966, 2.01615, -6.48211], [1.72660, 1.48248, -5.97369], [0.24063, 0.58385, -8.48930], [0.48351, -0.41231, -7.06407], [4.75755, -2.41298, -6.76915], [5.53999, -0.81338, -6.60115], [5.91985, -1.85613, -7.98141], [0.38473, 4.64643, -3.94899], [-0.36138, 5.87882, -3.47889], [0.50612, 6.76371, -2.74997], [1.31610, 7.51390, -3.49210], [1.37237, 7.52662, -4.69387], [2.07078, 8.24753, -2.66921], [3.05016, 9.04540, -3.33382], [0.88310, 4.15787, -3.10932], [-0.30115, 3.93722, -4.41621], [1.15690, 4.90505, -4.67433], [-1.14910, 5.58430, -2.79167], [-0.83341, 6.40361, -4.31062], [2.59750, 9.66126, -4.10864], [3.82554, 8.40894, -3.75907], [3.49804, 9.69475, -2.58587], [-1.02560, 7.83139, 1.34997], [-0.94684, 8.69750, 2.59059], [-1.59340, 8.07223, 3.70850], [-0.89011, 7.11388, 4.31125], [0.21844, 6.75359, 4.01056], [-1.63282, 6.60796, 5.29505], [-1.02105, 5.50242, 5.96824], [-2.06084, 7.55678, 1.14076], [-0.61731, 8.35769, 0.48681], [-0.46688, 6.90498, 1.48174], [-1.47731, 9.63332, 2.42002], [0.08452, 8.94871, 2.83931], [-0.02103, 5.75588, 6.31628], [-0.98761, 4.64276, 5.31063], [-1.63824, 5.25990, 6.82954]], "forces_ev_per_a": [[1.1, -0.1, 0.2], [-0.9, 0.4, -1.0], [-0.1, -0.9, 1.2], [0.4, -0.1, -0.4], [0.0, 0.9, 0.2], [-0.1, 1.0, -0.2], [-0.4, -0.3, -0.2], [0.4, -0.4, 0.4], [0.3, -0.2, 0.0], [-0.5, 0.1, 0.4], [-0.3, 0.1, 0.4], [-0.1, -0.6, -0.6], [0.9, 0.0, -0.4], [1.3, 0.0, -1.2], [0.0, -0.5, 1.0], [-1.1, 0.3, 0.4], [-0.3, 0.0, 0.5], [0.1, 0.1, -0.3], [-0.1, -0.2, -0.2], [0.2, 0.2, -0.1], [-0.2, -0.2, 0.0], [0.1, 0.0, -0.2], [0.2, -0.1, 0.0], [0.1, 0.1, 0.2], [-0.1, 0.5, 0.0], [-0.1, 0.0, 0.2], [0.1, 0.1, 0.2], [-0.5, 0.1, -0.1], [-0.1, -0.1, -0.1], [0.0, 0.2, -0.3], [0.0, 0.0, 0.1], [-0.3, -0.3, -0.2], [0.1, 0.5, -0.1], [0.1, -0.2, 0.0], [0.0, 0.1, 0.2], [0.0, -0.1, -0.1], [0.0, -0.1, 0.0], [-0.2, -0.2, 0.0], [0.2, 0.1, 0.0], [-0.1, -0.3, 0.1], [0.1, -0.1, -0.1], [-0.1, -0.2, 0.1], [-0.2, -0.1, 0.0], [0.0, 0.1, 0.0], [0.0, 0.0, -0.1], [0.1, 0.1, 0.1], [-0.3, 0.2, -0.1], [0.1, 0.0, 0.5], [0.1, 0.0, -0.2], [-0.1, -0.3, 0.2], [-0.1, 0.0, 0.0], [0.1, 0.1, -0.1], [-0.1, 0.1, -0.2], [0.1, -0.1, 0.0], [0.0, 0.0, 0.0], [0.1, 0.0, 0.0], [-0.1, -0.1, -0.3], [-0.1, 0.1, -0.1], [0.0, 0.0, 0.1], [0.1, 0.1, 0.1], [0.1, -0.2, 0.1], [0.2, 0.1, -0.2], [0.1, -0.2, 0.5], [-0.2, 0.0, -0.1], [0.1, 0.1, 0.1], [0.0, -0.1, 0.0], [0.0, -0.2, 0.0], [0.1, 0.0, -0.4], [-0.1, 0.0, 0.1], [0.0, 0.0, 0.0], [-0.1, -0.1, 0.0], [-0.1, 0.2, -0.2], [0.1, 0.0, -0.2], [0.1, 0.0, 0.1], [0.0, -0.1, 0.0], [-0.1, 0.1, 0.2], [0.3, 0.0, -0.1], [-0.1, 0.5, 0.2], [-0.2, -0.2, 0.0], [0.0, 0.1, -0.1], [0.0, 0.0, 0.1], [0.0, -0.1, 0.0], [0.3, -0.2, 0.0], [-0.1, 0.0, 0.0], [0.0, 0.0, 0.0], [0.0, 0.0, 0.1], [0.1, -0.2, -0.2], [0.2, -0.1, 0.0], [0.0, 0.1, 0.0], [0.0, 0.0, 0.1], [-0.2, 0.0, -0.1], [0.3, 0.0, 0.1], [-0.4, 0.3, 0.2], [0.0, -0.1, -0.1], [0.0, 0.2, -0.1], [0.0, -0.1, 0.1], [0.0, -0.1, 0.0], [0.3, -0.1, 0.0], [-0.1, 0.0, -0.1], [0.0, 0.0, 0.0], [-0.1, -0.1, 0.0], [0.2, -0.1, -0.2], [0.2, 0.0, 0.0], [-0.1, 0.1, 0.1], [-0.1, -0.1, 0.1], [-0.1, 0.1, -0.1], [0.3, 0.1, -0.1], [-0.2, -0.4, -0.1], [0.0, 0.2, 0.0], [0.0, -0.2, 0.1], [0.0, 0.1, -0.1], [0.0, 0.1, 0.0], [0.2, 0.2, 0.0], [-0.1, 0.0, 0.0], [0.0, 0.0, 0.0], [-0.1, 0.0, -0.1], [0.2, 0.3, 0.1], [0.2, 0.1, 0.0], [0.0, -0.1, -0.1], [-0.1, 0.0, -0.1], [-0.1, -0.1, 0.1], [0.0, -0.3, 0.1], [0.1, 0.2, -0.5], [0.0, 0.1, 0.1], [-0.2, 0.0, -0.1], [0.1, 0.0, 0.0], [0.1, 0.1, 0.1], [0.0, -0.1, 0.2], [0.0, 0.1, 0.0], [0.0, 0.0, 0.0], [0.1, 0.1, 0.0], [-0.1, -0.1, 0.2], [0.0, -0.2, 0.1], [0.0, 0.0, -0.1], [0.1, 0.0, 0.0], [-0.1, 0.1, -0.1]], "e_homo_ev": -9.56, "spin_multiplicity": 1, "smiles": "C#C[C@H](C#N)[C@H](C#N)CCN(CC)C(C)=O.CCOC(=O)OC.CCOC(=O)OC.CCOC(=O)OC.CCOC(=O)OC.CCOC(=O)OC.CCOC(=O)OC.CCOC(=O)OC"}

Record 2
{"formula": "C40H72BF3N13O2", "method": "ωB97M-V with the def2-TZVPD basis set", "elements": ["C", "C", "C", "C", "C", "C", "C", "C", "C", "C", "C", "C", "C", "C", "N", "C", "C", "O", "C", "C", "F", "F", "F", "B", "N", "O", "H", "H", "H", "H", "H", "H", "H", "H", "H", "H", "H", "H", "H", "H", "H", "H", "H", "H", "H", "H", "H", "H", "H", "H", "H", "H", "H", "H", "H", "H", "H", "H", "H", "H", "H", "H", "H", "H", "H", "C", "C", "N", "H", "H", "H", "C", "C", "N", "H", "H", "H", "C", "C", "N", "H", "H", "H", "C", "C", "N", "H", "H", "H", "C", "C", "N", "H", "H", "H", "C", "C", "N", "H", "H", "H", "C", "C", "N", "H", "H", "H", "C", "C", "N", "H", "H", "H", "C", "C", "N", "H", "H", "H", "C", "C", "N", "H", "H", "H", "C", "C", "N", "H", "H", "H"], "positions_angstrom": [[5.84504, -2.93994, 1.10903], [6.42873, -2.24174, -0.15175], [7.18009, -0.94936, 0.23593], [6.35355, 0.32909, -0.02202], [6.59868, 0.81148, -1.48466], [5.34634, 0.83189, -2.39541], [4.66625, 2.20883, -2.43798], [4.20115, 2.72581, -1.06856], [2.89063, 2.06395, -0.59578], [1.69261, 3.00665, -0.93899], [0.43808, 2.27001, -1.44696], [-0.59632, 1.98303, -0.33679], [-1.67175, 3.06348, -0.19949], [-2.82129, 2.76081, -1.18843], [-3.91718, 1.96839, -0.48341], [-4.23123, 0.67554, -1.18052], [-5.70919, 0.28410, -1.26215], [-5.67998, -1.05005, -1.78544], [-6.17030, -2.00114, -0.86990], [-6.21455, -3.32705, -1.62282], [-5.14708, -3.41400, -2.38283], [-6.20827, -4.34288, -0.81487], [-7.22357, -3.39079, -2.43998], [-5.09379, 2.92636, -0.29349], [-5.79796, 3.53759, -1.37423], [-5.42767, 3.23166, 0.98982], [4.83949, -3.29778, 0.88651], [6.44536, -3.80450, 1.40710], [5.84981, -2.27473, 1.96635], [5.60190, -2.06018, -0.84044], [7.11506, -2.93036, -0.65105], [7.40016, -1.00566, 1.30400], [8.13343, -0.87151, -0.28522], [5.28816, 0.21617, 0.18151], [6.76670, 1.10277, 0.63129], [7.07510, 1.79471, -1.51357], [7.31422, 0.13069, -1.95287], [4.65147, 0.06688, -2.04053], [5.63247, 0.58867, -3.41775], [3.76353, 2.12970, -3.05741], [5.29725, 2.94832, -2.93707], [4.07631, 3.81078, -1.12000], [4.98606, 2.55375, -0.32824], [2.75226, 1.08266, -1.05059], [2.94718, 1.96122, 0.48702], [1.50020, 3.60843, -0.04908], [2.04878, 3.63835, -1.75593], [0.76039, 1.30664, -1.84629], [-0.03218, 2.79645, -2.29006], [-1.03507, 1.00076, -0.54125], [-0.03833, 1.90378, 0.59532], [-2.05563, 3.10459, 0.82423], [-1.28779, 4.04066, -0.48962], [-3.19434, 3.70221, -1.59234], [-2.38784, 2.20668, -2.01863], [-3.52699, 1.75775, 0.43502], [-3.74717, -0.11223, -0.60142], [-3.80929, 0.60582, -2.17871], [-6.28596, 0.86280, -1.97981], [-6.20124, 0.23242, -0.28772], [-5.45428, -2.14044, -0.05036], [-7.16584, -1.73544, -0.50669], [-6.80052, 3.39299, -1.34664], [-5.44446, 3.28530, -2.29249], [-6.33030, 2.86047, 1.15842], [3.69959, -0.49446, -6.24143], [4.39819, -1.25415, -5.20224], [4.94178, -1.85060, -4.39835], [2.65055, -0.39242, -5.98172], [4.13876, 0.49665, -6.33443], [3.78433, -1.01428, -7.19432], [-10.10669, 1.36163, -0.23679], [-8.95336, 1.92637, 0.46375], [-8.06096, 2.37250, 1.01046], [-10.04249, 0.27497, -0.23639], [-11.02303, 1.66787, 0.26449], [-10.12500, 1.72066, -1.26400], [5.57675, -5.42091, 4.60546], [5.03845, -4.09705, 4.28675], [4.62620, -3.06422, 4.03861], [5.47023, -6.07822, 3.74477], [6.63074, -5.33662, 4.86234], [5.03590, -5.84536, 5.44873], [-0.32021, 1.79052, 3.95003], [1.02598, 1.91384, 3.38385], [2.07381, 2.01017, 2.94625], [-1.06119, 2.03908, 3.19045], [-0.48611, 0.77341, 4.28746], [-0.43006, 2.46662, 4.78374], [1.15586, -3.20510, 1.68385], [0.78684, -1.82456, 1.38122], [0.48604, -0.75213, 1.14494], [0.99926, -3.82813, 0.80481], [2.20184, -3.24766, 1.97697], [0.53976, -3.57873, 2.49909], [-8.58813, 6.64695, 0.64947], [-9.85464, 5.91654, 0.54915], [-10.83871, 5.35104, 0.47233], [-8.39502, 7.17877, -0.28004], [-8.64080, 7.36364, 1.46626], [-7.77380, 5.94932, 0.83892], [-3.26831, -5.56803, -0.11901], [-2.02525, -5.68235, 0.64636], [-1.05474, -5.75684, 1.23763], [-4.07602, -5.25085, 0.53770], [-3.14573, -4.83390, -0.91335], [-3.52526, -6.52929, -0.55933], [0.91739, 1.40371, 8.06901], [-0.29271, 1.41529, 7.24408], [-1.22931, 1.42426, 6.59461], [1.69820, 1.98866, 7.58625], [0.70070, 1.83228, 9.04525], [1.26531, 0.38079, 8.19643], [-0.41444, 0.90111, -5.91249], [0.82502, 1.53190, -5.45233], [1.79029, 2.01981, -5.09448], [-0.20611, -0.10551, -6.27062], [-1.12616, 0.84667, -5.09107], [-0.84655, 1.48532, -6.72244], [10.28740, -3.70718, -0.84741], [10.34441, -3.05820, 0.46459], [10.39483, -2.55949, 1.48446], [11.29249, -3.96684, -1.17365], [9.68676, -4.61247, -0.78480], [9.83906, -3.03132, -1.57357], [-4.35637, -3.11022, 2.82394], [-3.08649, -2.77686, 2.16971], [-2.10092, -2.51269, 1.66802], [-5.17844, -3.00418, 2.11787], [-4.32662, -4.13741, 3.18314], [-4.52213, -2.44333, 3.66779]], "forces_ev_per_a": [[0.3, -0.1, -0.7], [0.2, -0.3, 0.7], [-0.9, -0.1, 0.3], [1.4, 0.4, -0.7], [-0.6, -0.4, -0.4], [0.4, 0.8, 0.3], [-0.7, -0.2, 0.2], [0.4, -0.4, 0.0], [-0.1, 1.1, 0.2], [0.4, -0.8, -0.7], [-0.2, -0.2, 0.4], [0.6, 0.2, 0.0], [-0.2, -0.5, -0.8], [1.2, 0.7, 0.4], [0.8, 0.5, -1.2], [-0.4, -0.8, 0.5], [0.2, -1.0, -0.3], [-0.3, 0.4, 0.2], [0.5, -0.2, -0.1], [0.7, 2.0, -0.2], [1.7, -0.3, -0.7], [-0.4, -1.5, 1.4], [-2.0, -0.2, -0.8], [-1.3, 1.3, 0.8], [0.9, -1.6, -0.5], [0.1, -1.4, -0.3], [-0.1, 0.0, 0.3], [0.0, 0.0, -0.1], [-0.4, 0.1, 0.0], [0.2, 0.2, -0.2], [-0.1, 0.0, -0.1], [0.2, -0.1, 0.0], [0.0, 0.1, 0.0], [0.0, -0.2, 0.1], [-0.4, 0.0, 0.2], [0.0, 0.0, 0.1], [0.0, 0.0, 0.1], [-0.1, 0.0, -0.2], [0.0, -0.2, 0.0], [0.1, 0.0, -0.2], [0.2, -0.1, 0.1], [-0.1, 0.0, 0.1], [0.0, 0.0, 0.0], [0.1, -0.1, 0.0], [-0.2, -0.4, 0.0], [-0.2, 0.2, -0.2], [-0.2, 0.3, 0.2], [0.0, 0.0, -0.1], [0.0, 0.1, 0.1], [-0.2, 0.0, 0.3], [-0.1, -0.3, 0.1], [0.0, 0.3, 0.0], [0.2, 0.1, 0.4], [-0.5, -0.2, 0.1], [-0.3, -0.3, 0.0], [-0.2, -0.1, 0.0], [0.1, 0.0, 0.0], [0.1, 0.5, 0.0], [0.0, 0.3, 0.2], [0.0, 0.6, 0.1], [-0.2, 0.1, 0.2], [0.0, -0.1, 0.1], [-0.1, 0.6, 0.2], [-0.3, 0.2, -0.1], [0.0, 0.7, 0.4], [0.2, -0.2, 0.1], [-0.6, 0.6, -0.9], [0.5, -0.6, 0.7], [0.0, 0.0, 0.0], [0.0, 0.0, 0.0], [0.0, 0.0, 0.0], [0.1, 0.1, 0.1], [-1.2, -0.5, -0.6], [1.0, 0.3, 0.4], [0.0, 0.0, 0.0], [0.0, 0.1, 0.0], [0.0, 0.0, 0.0], [-0.1, 0.2, -0.1], [0.4, -1.1, 0.3], [-0.5, 0.9, -0.1], [0.0, 0.0, 0.0], [0.0, 0.0, 0.0], [0.0, 0.0, 0.0], [0.4, 0.1, -0.6], [-1.2, -0.1, 0.4], [1.0, 0.2, -0.4], [0.0, 0.0, 0.0], [0.0, 0.0, 0.0], [0.0, 0.1, 0.0], [0.0, 0.2, 0.0], [0.4, -1.1, 0.3], [-0.3, 1.1, -0.3], [0.0, 0.0, 0.1], [0.1, 0.0, 0.0], [0.0, 0.0, -0.1], [-0.2, -0.1, 0.0], [1.3, 0.8, 0.1], [-1.1, -0.8, -0.1], [0.0, 0.0, 0.0], [0.0, 0.0, 0.0], [0.0, 0.0, 0.0], [0.2, 0.0, 0.1], [-1.0, 0.1, -0.7], [0.9, -0.1, 0.6], [0.0, 0.0, 0.0], [0.0, 0.0, 0.0], [0.0, 0.0, 0.0], [-0.2, 0.0, -0.1], [1.0, -0.1, 0.8], [-1.0, -0.1, -0.1], [0.0, 0.0, 0.0], [0.0, 0.0, 0.0], [0.0, 0.0, 0.0], [0.2, 0.1, 0.0], [-1.1, -0.5, -0.4], [0.8, 0.5, 0.3], [0.0, 0.0, 0.0], [0.0, 0.0, 0.0], [0.0, 0.0, 0.0], [0.0, 0.1, 0.2], [-0.1, -0.7, -1.4], [0.0, 0.6, 1.3], [0.0, 0.0, 0.0], [0.0, 0.0, 0.0], [0.0, 0.0, 0.0], [0.3, 0.0, -0.1], [-1.5, -0.3, 0.8], [1.0, 0.3, -0.7], [0.0, 0.0, 0.0], [0.0, 0.0, 0.0], [0.0, 0.0, 0.0]], "e_homo_ev": -10.97, "spin_multiplicity": 1, "charge": 1}